C54H122N6O10 | wB97M-V/def2-TZVPD

Its net charge is -1. The multiplicity is 2. For the LUMO energy (alpha / beta), the calculation gives 1.81 / 1.75 eV. For the HOMO-LUMO gap (alpha / beta), the calculation gives 0.05398 / 0.27568 Eh. As for the expectation value of S²: 0.75.

Structure (XYZ):
```
192
Properties=species:S:1:pos:R:3:forces:R:3
C -4.88673 1.20457 -2.85379 1.0 -1.0 -0.8
C -4.65583 2.38764 -1.86689 -0.2 -0.9 -1.0
C -5.94648 3.16661 -2.05252 -0.2 1.3 1.0
C -6.21645 4.14860 -0.91784 -0.9 -1.1 0.4
C -6.31884 3.36200 0.41295 1.2 0.6 -1.5
C -4.98451 2.55966 0.72251 -2.2 1.4 -0.2
N -4.53262 1.80085 -0.53521 -3.8 1.0 2.2
O -3.38235 1.15227 -0.28031 1.2 -1.3 -0.1
C -3.94299 3.56594 1.10838 2.1 0.7 0.1
C -5.44838 1.77602 2.01166 0.9 -1.2 -1.0
C -3.46904 3.30570 -2.28151 0.0 -1.1 -0.8
H -5.86259 0.71997 -2.82317 -0.3 0.5 0.5
H -4.24111 0.32905 -2.78494 0.6 0.2 0.7
H -4.73497 1.46190 -3.90205 -0.1 0.6 -0.1
H -5.87807 3.76474 -2.96117 0.0 -0.4 -0.4
H -6.82502 2.52334 -2.10230 0.2 -0.2 -0.1
H -7.22975 4.51439 -1.08368 0.1 0.6 -0.1
H -5.50995 4.97818 -0.88990 0.0 0.0 0.2
H -7.18830 2.70530 0.38309 0.1 -0.3 -0.2
H -6.56739 4.11777 1.15802 0.5 -0.3 0.6
H -3.42053 4.04376 0.27962 -0.7 0.3 -0.6
H -4.23679 4.37409 1.77821 -0.4 -0.2 0.1
H -3.04179 3.14153 1.55088 -0.2 -0.6 0.6
H -4.66701 1.81710 2.77052 -0.1 -0.2 0.0
H -6.39843 2.08489 2.44768 0.2 0.8 -0.2
H -5.68022 0.74050 1.76259 0.5 -0.3 0.0
H -2.50952 2.90678 -1.95245 0.1 0.4 0.7
H -3.62972 4.36276 -2.06958 0.2 -0.2 0.3
H -3.31310 3.18963 -3.35403 -0.4 0.3 -0.3
H -2.63555 1.67574 -0.58009 0.7 0.3 0.2
C 1.14386 -7.84480 -0.18778 -2.1 -1.5 1.4
C 1.52377 -6.72759 -1.06710 -0.1 1.6 0.4
C 3.03692 -6.56436 -0.82262 -0.1 -0.2 0.1
C 3.76050 -5.83761 -1.88230 -0.7 1.2 -0.5
C 3.41722 -6.35621 -3.23457 -0.1 -2.2 -1.1
C 1.90804 -6.70894 -3.53956 -1.0 1.9 -1.9
N 1.18372 -7.19264 -2.38534 2.2 -0.9 -0.2
O -0.17459 -7.46617 -2.55318 0.5 0.0 -0.2
C 1.30561 -5.35213 -4.06178 0.4 -0.8 -0.1
C 1.73512 -7.75713 -4.70937 1.6 0.9 1.0
C 0.70644 -5.37967 -0.71110 1.7 0.1 -0.3
H 0.07595 -7.68329 -0.04086 -0.2 -0.7 0.5
H 1.60979 -8.02254 0.78146 0.2 0.9 0.1
H 1.26674 -8.80563 -0.68760 0.0 0.1 -0.3
H 3.15833 -6.09302 0.15267 -0.1 0.1 0.1
H 3.53241 -7.53086 -0.73058 -0.4 -0.5 0.0
H 4.84144 -5.90315 -1.75822 0.0 0.5 0.1
H 3.37006 -4.82201 -1.94704 0.6 0.6 0.7
H 3.99169 -7.26712 -3.40286 0.1 -0.4 0.0
H 3.84722 -5.65975 -3.95438 -0.6 0.0 -0.4
H 1.49919 -4.57159 -3.32599 -0.5 0.1 -0.1
H 1.79717 -5.05147 -4.98702 0.1 0.0 0.0
H 0.26392 -5.50672 -4.34306 -0.2 0.5 0.4
H 2.48561 -8.50945 -4.46673 -0.4 -0.6 -0.2
H 0.72813 -8.15593 -4.83191 0.2 0.1 0.2
H 2.08919 -7.29017 -5.62843 -0.2 0.0 -0.1
H -0.37704 -5.38147 -0.83017 0.0 -0.6 0.4
H 1.01877 -4.53789 -1.32911 0.2 -0.2 -0.5
H 1.03293 -4.97995 0.24897 -0.5 -0.5 0.6
H -0.59326 -6.61192 -2.68195 -0.5 0.5 -0.1
C -5.20391 -3.31776 4.87827 -0.6 1.0 0.1
C -4.44071 -2.92126 3.59219 2.1 -0.2 0.9
C -3.29137 -3.99656 3.51881 -1.0 -0.9 -1.6
C -2.67562 -4.05021 2.10569 -0.5 0.6 0.4
C -3.75082 -4.18056 0.94632 1.7 -0.1 2.2
C -4.78094 -3.08744 1.04735 0.2 2.0 -2.1
N -5.33447 -2.89024 2.42684 -0.3 -1.6 -0.4
O -6.29259 -1.81454 2.53768 1.2 -0.2 -0.3
C -4.18271 -1.81762 0.40658 0.3 1.7 0.3
C -5.85750 -3.48823 -0.00336 -0.8 0.2 2.2
C -3.73151 -1.57030 3.84932 -0.9 1.4 0.9
H -5.86202 -2.48824 5.13693 -0.6 -0.2 -0.1
H -4.62802 -3.40686 5.79942 0.8 0.0 -0.4
H -5.74206 -4.26319 4.80995 -0.2 0.1 -0.4
H -2.50142 -3.77958 4.23783 -0.2 0.3 0.1
H -3.69132 -4.96749 3.81108 -0.2 -0.2 -0.1
H -1.81835 -4.72102 2.04930 -0.3 -0.5 -0.1
H -2.19045 -3.07593 2.16491 0.1 0.4 -1.3
H -4.25714 -5.14567 0.96382 0.2 -0.2 0.3
H -3.25003 -4.09947 -0.01843 -0.1 0.1 0.0
H -4.82607 -0.93776 0.41148 -0.7 -0.2 0.4
H -3.28812 -1.36439 0.83364 0.3 -0.6 0.4
H -3.97390 -1.87138 -0.66189 0.1 -0.8 0.0
H -6.26494 -4.38489 0.46365 -0.5 -0.3 -0.7
H -6.61129 -2.70160 0.03010 -0.2 -0.1 -0.3
H -5.51284 -3.62316 -1.02859 0.3 -0.1 0.4
H -3.12899 -1.00938 3.13487 0.1 -0.9 -0.7
H -3.14666 -1.56005 4.76907 0.1 -0.5 0.1
H -4.50797 -0.83739 4.06851 -0.3 0.1 0.0
H -7.13612 -2.25302 2.67106 0.0 -0.3 0.0
C -1.39467 -0.93371 -1.81454 0.3 0.7 0.5
C -0.00480 -0.20862 -1.99185 -1.2 0.1 0.2
C -0.00648 0.24001 -3.49132 1.4 1.5 0.5
C 1.06992 1.39184 -3.79830 1.0 -1.2 0.1
C 2.11551 1.52926 -2.66172 -1.3 0.1 2.0
C 1.34125 1.80734 -1.24591 1.3 -1.3 0.9
N 0.13022 1.01112 -1.16477 -1.3 -0.3 -1.1
O -0.65848 1.14010 0.04454 1.0 0.2 -1.3
C 2.34064 1.55790 -0.02546 -0.2 0.5 -1.2
C 0.92558 3.24635 -1.23425 0.4 0.1 0.9
C 1.03141 -1.25775 -1.63542 1.0 -1.0 -0.1
H -2.22337 -0.43196 -2.31415 0.3 0.1 -0.4
H -1.76608 -0.95768 -0.79005 0.5 -0.3 0.2
H -1.29309 -1.94937 -2.19691 -0.2 0.1 0.0
H 0.18229 -0.60328 -4.15565 -0.2 0.0 0.1
H -0.98989 0.66119 -3.70018 0.0 -0.2 -0.1
H 0.67590 2.35677 -4.11729 -0.5 0.1 0.6
H 1.62311 1.10070 -4.69123 0.1 -0.3 -0.1
H 2.86766 2.31582 -2.72260 -0.5 0.7 -0.5
H 2.80194 0.68910 -2.55661 -0.6 -0.6 -0.1
H 1.95565 1.80152 0.96476 -0.5 0.0 -0.2
H 2.76245 0.55344 0.00966 -0.1 -0.1 -0.2
H 3.14762 2.26708 -0.20974 0.4 -0.1 0.1
H 0.22150 3.35900 -2.05869 0.3 0.8 0.0
H 0.48816 3.50152 -0.26902 -0.6 -0.2 -0.1
H 1.85076 3.82175 -1.20212 -0.1 0.6 -0.9
H 0.74346 -2.19026 -2.12081 0.1 -0.2 0.1
H 1.17368 -1.45893 -0.57364 -0.9 0.0 0.4
H 2.08473 -1.11655 -1.87770 -0.1 0.6 -0.7
H -0.57549 0.31974 0.53621 0.3 -0.3 0.3
C 4.52932 10.03487 -2.82382 0.3 -1.2 -0.6
C 5.55381 9.30069 -1.91619 0.8 0.7 -0.9
C 5.35820 9.88899 -0.50414 0.4 -1.4 0.5
C 4.11348 9.35500 0.18520 -0.7 -2.8 -1.4
C 4.08287 7.72150 0.07050 1.9 1.2 -0.2
C 4.37114 7.06407 -1.36701 -3.0 3.8 0.7
N 5.45809 7.81237 -1.97074 0.7 0.3 1.9
O 5.86271 7.25770 -3.20274 -0.7 0.8 0.3
C 4.66641 5.68327 -1.10315 1.0 -2.2 1.3
C 3.00180 7.12141 -2.12839 0.7 0.2 -2.1
C 7.02687 9.61929 -2.36076 -0.4 0.6 0.6
H 3.52399 9.70647 -2.56004 0.0 0.5 0.0
H 4.68480 9.69694 -3.84838 0.0 0.0 -0.3
H 4.61481 11.12091 -2.85992 0.1 -0.1 0.4
H 6.22391 9.56320 0.07250 0.2 0.1 0.3
H 5.37670 10.97876 -0.51701 0.0 0.0 -0.3
H 3.23384 9.59764 -0.41099 -0.2 0.8 0.4
H 4.02561 9.66260 1.22720 -0.1 0.0 -0.2
H 3.20200 7.25637 0.51304 -0.1 0.3 -0.2
H 4.94586 7.38162 0.64307 0.0 0.0 0.4
H 4.99490 5.04688 -1.92485 -0.4 0.2 -0.2
H 5.43965 5.65792 -0.33533 0.3 -0.3 -0.1
H 3.77104 5.31689 -0.60098 0.1 -0.7 -0.2
H 3.23214 7.05323 -3.19159 0.4 -0.1 -0.5
H 2.35781 6.24300 -2.08627 -0.1 0.2 1.0
H 2.44760 8.05963 -2.15499 -0.1 -0.1 0.9
H 7.27661 10.65758 -2.14238 -0.4 0.4 -0.1
H 7.25597 9.46937 -3.41581 -0.2 -0.3 0.1
H 7.74182 9.10080 -1.72192 -0.2 -0.6 -0.2
H 5.15964 7.63431 -3.73701 0.0 -0.4 -1.2
C 4.44401 -2.36408 5.03616 1.2 0.0 -0.6
C 3.35702 -2.00651 3.98202 0.4 1.1 -0.4
C 3.01844 -3.16741 3.01278 2.1 -1.1 0.7
C 2.12620 -4.18932 3.63224 0.0 -0.4 -1.6
C 0.86119 -3.57299 4.12532 -0.6 -2.3 -1.3
C 1.14848 -2.59415 5.18004 0.0 0.2 1.4
N 2.13847 -1.62476 4.71832 -1.4 1.2 -1.5
O 2.32487 -0.55553 5.66419 0.6 -1.1 -0.2
C -0.13069 -1.88663 5.63226 0.1 -0.4 0.6
C 1.66956 -3.42783 6.34025 1.2 -0.5 1.0
C 3.83750 -0.86749 3.00067 0.3 0.5 1.0
H 4.21423 -2.01748 6.04371 -0.3 -0.4 -0.1
H 5.42384 -1.92633 4.84536 -0.1 0.7 -0.4
H 4.77939 -3.39873 4.96468 -0.8 -0.5 0.5
H 2.92591 -2.94367 1.95000 -1.1 0.6 0.2
H 3.90667 -3.79301 2.92457 0.9 0.5 0.0
H 2.69767 -4.73799 4.38089 -0.3 0.2 0.3
H 1.93334 -4.95740 2.88327 -0.3 -0.1 -0.2
H 0.34954 -4.46655 4.48292 -0.7 0.4 0.7
H 0.22444 -3.25147 3.30115 0.2 0.5 -0.2
H -0.64802 -1.28398 4.88574 0.3 0.4 0.3
H -0.89801 -2.61047 5.90684 0.2 -0.3 0.1
H 0.13435 -1.36528 6.55206 -0.4 0.5 -0.2
H 2.00974 -2.82989 7.18573 -0.6 0.2 0.2
H 1.02791 -4.26065 6.62801 -0.5 0.4 0.3
H 2.59125 -3.95304 6.08975 0.0 0.2 -0.3
H 3.31990 -0.85673 2.04146 0.0 -0.2 0.1
H 4.91536 -0.91974 2.84712 0.0 -0.7 -0.4
H 3.79540 0.15213 3.38370 -0.6 0.0 0.5
H 1.67707 0.10611 5.41085 0.0 0.1 -0.3
O -0.27546 -0.80491 2.47655 -0.4 0.5 -0.4
H 0.35876 -1.38020 2.04871 0.3 -0.2 -0.1
H -0.20477 -1.01942 3.40672 0.2 -0.1 0.1
O -1.87540 -0.83774 -6.07161 0.4 0.4 -0.1
H -1.91807 -1.74920 -6.36085 0.1 -0.5 -0.1
H -2.74787 -0.65565 -5.72252 -0.4 0.1 0.2
O -1.41979 1.92550 -6.64752 -0.1 0.6 -0.2
H -0.79132 2.32412 -6.04557 0.1 0.1 0.1
H -1.25723 0.98491 -6.57598 -0.1 -0.7 0.0
O -0.44135 2.49995 3.34456 0.0 0.3 0.0
H -0.49331 1.62424 2.96158 0.0 -0.4 -0.4
H -0.21467 2.34759 4.26196 0.0 0.0 0.2
```
Positions in Å, forces in eV/Å.

CH6N3S | wB97M-V/def2-TZVPD

Its net charge is +1. For the LUMO energy, the calculation gives -3.77 eV. For the HOMO-LUMO gap, the calculation gives 0.36609 Eh.

Structure (XYZ):
```
11
Properties=species:S:1:pos:R:3:forces:R:3
C 2.38655 -0.10324 0.03640 1.4 -1.6 -0.7
N 3.17913 -0.95513 -0.18760 -0.6 0.6 0.4
N -1.46750 -0.61936 0.21724 -0.4 -0.6 0.0
N -1.72143 0.69245 -0.29547 0.2 0.2 0.1
S 1.32778 1.03978 0.05629 -0.6 1.2 0.2
H 3.86201 -1.55036 0.23584 0.2 -0.1 0.1
H -1.14733 1.45094 0.13139 -0.3 -0.4 -0.2
H -1.69641 -0.67462 1.20800 0.0 0.3 -0.2
H -0.48829 -0.86791 0.08686 -0.1 0.4 -0.1
H -2.72582 0.90632 -0.18162 0.4 -0.1 -0.1
H -1.50870 0.68113 -1.30733 -0.2 0.0 0.4
```
Positions in Å, forces in eV/Å.

H5O3 | wB97M-V/def2-TZVPD

Its net charge is -1. For the LUMO energy, the calculation gives 4.84 eV. For the HOMO-LUMO gap, the calculation gives 0.33272 Eh.

Structure (XYZ):
```
8
Properties=species:S:1:pos:R:3:forces:R:3
O -1.20164 2.01014 -1.36627 2.9 0.1 4.3
H -0.82282 2.34512 -0.42686 -1.8 0.1 -3.0
O 1.24421 -1.63494 1.16502 -4.8 1.1 1.0
H 0.64555 -0.88553 0.54412 1.0 -0.9 0.0
H 2.10678 -1.72715 0.94815 4.0 -0.1 -1.4
O -0.42686 -0.32297 -0.20242 1.2 0.2 0.3
H -0.70507 1.16003 -1.05146 -1.5 -0.4 -1.2
H -0.84014 -0.94470 0.38972 -1.1 -0.1 0.0
```
Positions in Å, forces in eV/Å.

C20H16N2O4 | wB97M-V/def2-TZVPD

Its net charge is 0. For the LUMO energy, the calculation gives 0.70 eV. For the HOMO-LUMO gap, the calculation gives 0.30634 Eh. The SMILES is O=C1c2ccccc2[C@H](Nc2ccc3c(c2)OCO3)N1Cc1ccco1.

Structure (XYZ):
```
42
Properties=species:S:1:pos:R:3:forces:R:3
O -0.80105 4.13001 0.67636 0.0 0.3 0.0
C -0.15739 3.27582 0.10772 -0.1 0.0 0.1
C 0.96656 3.43103 -0.84469 0.4 -0.2 -0.4
C 1.56522 4.57843 -1.33269 -0.1 -0.1 0.1
C 2.59232 4.43433 -2.25275 0.0 0.1 0.0
C 3.00178 3.17600 -2.67105 0.0 -0.1 0.0
C 2.40298 2.02450 -2.17652 0.0 0.0 0.0
C 1.38479 2.16839 -1.25831 -0.2 0.5 0.2
C 0.56851 1.11557 -0.55877 0.0 -0.1 0.1
N -0.08751 0.21551 -1.46709 0.2 0.3 -0.4
C -0.53752 -1.03015 -1.02456 -0.3 -0.5 0.0
C -1.80257 -1.48218 -1.38874 0.2 0.3 0.0
C -2.28184 -2.72998 -1.00262 0.2 -0.4 0.3
C -1.45606 -3.50764 -0.23125 0.4 0.3 0.0
C -0.17940 -3.07192 0.12162 -0.6 -0.1 -0.2
C 0.30955 -1.85213 -0.26637 0.0 -0.2 0.1
O 0.44220 -4.03552 0.86960 0.1 0.5 -0.2
C -0.48637 -5.09290 0.98367 0.2 -1.1 0.6
O -1.67259 -4.75725 0.30070 -0.3 0.2 -0.2
N -0.35632 1.93006 0.22658 0.1 -0.3 0.1
C -1.42919 1.37623 1.01631 -0.3 0.0 0.1
C -0.98896 0.25344 1.89585 0.7 0.3 0.2
C 0.12400 0.06273 2.66118 -0.5 0.2 -0.4
C -0.02224 -1.21336 3.25992 -0.4 -0.3 -0.1
C -1.21096 -1.69815 2.81540 0.6 -0.2 0.5
O -1.80195 -0.81992 1.98764 -0.3 0.2 -0.2
H 1.23206 5.54906 -1.00036 0.0 0.1 0.0
H 3.07922 5.31129 -2.65245 0.0 0.1 0.0
H 3.80005 3.09016 -3.39323 0.1 0.0 -0.1
H 2.71885 1.04584 -2.50315 0.0 -0.1 -0.1
H 1.19543 0.52104 0.11742 -0.1 0.1 -0.1
H -0.76278 0.69232 -2.05246 0.1 0.0 0.0
H -2.43533 -0.84442 -1.98865 -0.1 0.1 0.0
H -3.26530 -3.06533 -1.28446 -0.1 0.0 0.0
H 1.30715 -1.55457 0.00674 0.1 0.0 0.0
H -0.05497 -6.00888 0.54774 -0.1 0.3 0.0
H -0.70958 -5.27189 2.04822 0.0 0.1 -0.2
H -1.82212 2.21366 1.60666 0.0 -0.2 -0.1
H -2.23625 0.99994 0.37321 0.1 0.1 0.1
H 0.93745 0.74749 2.79103 0.2 0.2 0.0
H 0.66505 -1.69460 3.92451 0.1 -0.2 0.1
H -1.73492 -2.61204 3.01208 -0.2 -0.1 0.0
```
Positions in Å, forces in eV/Å.

M per entry: 1015.60 92.15 53.04 348.36 g/mol